No. 1
Molecular formula: C3H10NO
Method: DFT, ωB97M-V with the def2-TZVPD basis set

Geometry as XYZ:
```
15
Properties=species:S:1:pos:R:3:forces:R:3:mulliken_charge:R:1
O 2.694941 -0.777947 0.532386 0.44 0.02 0.33 -0.79
N 0.302737 0.833558 0.415266 -1.48 -2.13 -0.16 -1.43
C -0.975172 0.159175 -0.066348 0.93 0.16 1.89 0.14
C -2.032495 0.301777 0.796477 0.22 -0.12 -1.10 -1.00
C -0.820801 -0.414465 -1.433489 -0.53 -0.46 0.54 -1.19
H 3.370003 -0.515704 1.179675 -0.30 0.04 -0.14 0.33
H 3.143064 -1.435239 -0.009624 -0.12 -0.08 -0.15 0.32
H 0.002499 -1.140848 -1.526766 -0.30 0.26 0.24 0.31
H -1.756075 -0.947863 -1.590996 -0.02 -0.09 -0.52 0.35
H 0.565737 1.549252 -0.260032 0.71 1.18 -0.71 0.87
H -0.660276 0.325263 -2.224562 -0.10 0.35 0.03 0.42
H 0.109456 1.260099 1.315173 0.08 0.53 0.45 0.53
H 1.056391 0.134480 0.518198 -0.02 0.39 -0.19 0.54
H -1.971889 0.718825 1.793016 0.44 0.00 -0.12 0.32
H -3.028121 -0.050369 0.561627 0.05 -0.06 -0.38 0.28
```
Forces are in eV/Å.

Results
spin multiplicity: 2
⟨S²⟩: 0.752
LUMO energy (alpha / beta): 0.0192 / 0.0122 Ha
E: -250.14784 Ha
relative energy (zero: lowest compared OMol25 entry of this formula, charge and spin): 1.877 eV
net charge: 0
maximum force: 0.051 hartree/bohr


No. 2
Molecular formula: C4H5F3N2
Method: DFT, ωB97M-V with the def2-TZVPD basis set

Geometry as XYZ:
```
14
Properties=species:S:1:pos:R:3:forces:R:3:mulliken_charge:R:1
F -1.443554 0.443429 2.546718 0.21 0.08 -0.30 -0.24
F -3.199737 0.701933 1.321494 0.08 0.10 -0.13 -0.23
F -2.257469 -1.234557 1.462623 0.12 0.02 -0.20 -0.23
N -0.966978 0.198423 -0.990847 -0.81 -0.60 0.71 -0.33
N -0.367405 1.437153 -0.259395 0.15 1.81 0.17 -0.37
C 1.357801 -0.957074 -0.654020 0.54 -0.51 0.04 -0.61
C 2.230644 -0.136460 -1.212367 0.10 -0.06 -0.02 -0.46
C -2.019925 0.079690 1.395381 -0.56 -0.48 0.72 0.81
C -1.186429 0.426783 0.214908 0.41 0.07 -1.05 0.33
H 2.859490 0.525179 -0.633109 0.04 0.04 0.11 0.32
H 1.236530 -1.024170 0.421009 0.03 0.05 0.06 0.26
H 0.634872 1.285135 -0.094726 -0.26 -0.52 0.09 0.24
H 2.358081 -0.099622 -2.284198 -0.03 0.03 -0.09 0.23
H 0.764078 -1.645841 -1.233472 -0.03 -0.02 -0.09 0.27
```
Forces are in eV/Å.

Results
spin multiplicity: 1
SMILES: FC(F)(F)C1=NN1.C=C
LUMO energy: 0.0108 Ha
E: -564.38011 Ha
relative energy (zero: lowest compared OMol25 entry of this formula, charge and spin): 3.670 eV
net charge: 0
maximum force: 0.035 hartree/bohr


Please write out number 2 again, unchanged.
Molecular formula: C4H5F3N2
Method: DFT, ωB97M-V with the def2-TZVPD basis set

Geometry as XYZ:
```
14
Properties=species:S:1:pos:R:3:forces:R:3:mulliken_charge:R:1
F -1.443554 0.443429 2.546718 0.21 0.08 -0.30 -0.24
F -3.199737 0.701933 1.321494 0.08 0.10 -0.13 -0.23
F -2.257469 -1.234557 1.462623 0.12 0.02 -0.20 -0.23
N -0.966978 0.198423 -0.990847 -0.81 -0.60 0.71 -0.33
N -0.367405 1.437153 -0.259395 0.15 1.81 0.17 -0.37
C 1.357801 -0.957074 -0.654020 0.54 -0.51 0.04 -0.61
C 2.230644 -0.136460 -1.212367 0.10 -0.06 -0.02 -0.46
C -2.019925 0.079690 1.395381 -0.56 -0.48 0.72 0.81
C -1.186429 0.426783 0.214908 0.41 0.07 -1.05 0.33
H 2.859490 0.525179 -0.633109 0.04 0.04 0.11 0.32
H 1.236530 -1.024170 0.421009 0.03 0.05 0.06 0.26
H 0.634872 1.285135 -0.094726 -0.26 -0.52 0.09 0.24
H 2.358081 -0.099622 -2.284198 -0.03 0.03 -0.09 0.23
H 0.764078 -1.645841 -1.233472 -0.03 -0.02 -0.09 0.27
```
Forces are in eV/Å.

Results
spin multiplicity: 1
SMILES: FC(F)(F)C1=NN1.C=C
LUMO energy: 0.0108 Ha
E: -564.38011 Ha
relative energy (zero: lowest compared OMol25 entry of this formula, charge and spin): 3.670 eV
net charge: 0
maximum force: 0.035 hartree/bohr